1.
A molecular structure, C3H4CaF10N5O23S10, computed with ωB97M-V/def2-TZVPD.

Geometry (Å):
1 Ca -0.273 0.457 -0.967
2 N 2.669 3.957 -1.800
3 S 2.898 3.930 -0.348
4 O 2.318 2.813 0.416
5 O 3.019 5.260 0.306
6 F 4.415 3.382 -0.510
7 S 0.919 4.117 -1.624
8 O 0.315 5.371 -1.186
9 O 0.187 2.910 -1.332
10 F 0.738 4.255 -3.239
11 N -2.055 0.658 3.260
12 S -0.953 1.718 2.499
13 O -0.520 1.375 1.142
14 O -0.037 2.445 3.330
15 F -2.136 2.861 2.232
16 S -1.025 0.088 4.312
17 O -1.002 0.877 5.520
18 O 0.232 -0.458 3.765
19 F -1.829 -1.239 4.732
20 N 3.406 -2.084 -0.666
21 S 2.731 -1.423 0.769
22 O 2.635 -2.161 2.015
23 O 1.760 -0.362 0.593
24 F 4.073 -0.551 1.051
25 S 2.095 -2.911 -0.852
26 O 0.842 -2.235 -1.288
27 O 1.941 -4.119 -0.096
28 F 2.714 -3.414 -2.278
29 N 1.132 0.313 -2.671
30 S 2.823 0.508 -3.102
31 O 3.322 1.772 -3.692
32 O 3.643 -0.667 -3.394
33 F 3.222 0.779 -1.583
34 S 0.830 0.065 -4.197
35 O 1.159 -1.227 -4.756
36 O 0.660 1.231 -5.040
37 F -0.778 -0.162 -3.849
38 N -2.476 0.540 -1.312
39 S -3.666 -0.605 -1.636
40 O -4.419 -0.502 -2.914
41 O -4.351 -1.094 -0.443
42 F -2.552 -1.741 -1.867
43 S -3.547 1.490 -0.729
44 O -3.821 1.312 0.655
45 O -4.654 1.988 -1.567
46 F -2.534 2.709 -0.806
47 C -0.712 -3.771 2.589
48 C -2.207 -3.601 2.848
49 O -2.386 -2.366 2.090
50 C -1.340 -2.112 1.310
51 O -1.251 -1.169 0.525
52 O -0.384 -2.940 1.534
53 H -0.486 -4.823 2.417
54 H -0.174 -3.485 3.493
55 H -2.348 -3.544 3.928
56 H -2.779 -4.418 2.409

Cartesian forces (eV/Å) of the 2 atoms listed first:
1.0825 -0.3443 2.0847
-5.8221 0.7756 -3.9735

Output
**Lowest unoccupied orbital energy**: 5.59 eV
**Net charge**: -3
**E_tot**: -7779.1665 hartree
**Strongest force on any atom**: 0.1912 hartree/bohr

---

2.
A molecular structure, C3H4CdO3, computed with ωB97M-V/def2-TZVPD.

Geometry (Å):
1 C -0.938 2.033 -0.021
2 O 0.278 2.073 -0.336
3 O 0.619 -0.766 -1.338
4 O -1.424 0.809 0.290
5 C 0.317 -1.181 -0.175
6 C -0.726 -0.398 0.590
7 H 0.205 -2.276 -0.069
8 H -0.229 -0.201 1.557
9 H -1.563 -1.104 0.681
10 Cd 1.481 1.036 -1.394
11 H 1.978 -0.026 0.213

Cartesian forces (eV/Å) of the 2 atoms listed first:
-0.8711 0.6135 0.0136
-1.7344 2.1655 1.5647

Output
**Lowest unoccupied orbital energy**: -1.93 eV
**E_tot**: -509.8861 hartree
**Strongest force on any atom**: 0.1146 hartree/bohr

---

3.
2 unconnected molecules or ions with the total composition C3H4Cl2, computed with ωB97M-V/def2-TZVPD.

Geometry (Å):
1 C -0.566 -0.175 -0.768
2 C -0.557 0.073 0.745
3 C 0.559 0.449 -0.097
4 Cl 2.323 -1.610 -0.112
5 Cl 1.623 1.744 0.050
6 H -0.406 -1.093 -1.174
7 H -1.346 0.568 -1.301
8 H -1.143 0.806 1.206
9 H -0.485 -0.762 1.451

Cartesian forces (eV/Å) of the 2 atoms listed first:
-2.6555 4.9513 -0.3106
1.0152 -2.4236 0.3703

Output
**Lowest unoccupied orbital energy (spin up / spin down)**: -1.99 / -1.99 eV
**E_tot**: -1036.9529 hartree
**Strongest force on any atom**: 0.1094 hartree/bohr

---

4.
2 unconnected molecules or ions with the total composition C3H4Cl2INO, computed with ωB97M-V/def2-TZVPD.

Geometry (Å):
1 C -0.194 -1.900 -0.363
2 C 2.264 -0.696 0.763
3 C -0.051 -0.805 -1.148
4 N -0.463 0.413 -0.817
5 O 2.854 -1.819 0.520
6 Cl -1.400 -1.943 0.856
7 Cl 0.557 -3.403 -0.868
8 I 3.479 0.916 0.176
9 H 0.561 -0.867 -2.174
10 H 0.165 1.188 -1.066
11 H -0.665 0.447 0.149
12 H 2.212 -2.562 0.716

Cartesian forces (eV/Å) of the 2 atoms listed first:
-0.2696 0.1492 -1.8129
-0.6856 -0.8087 0.6175

Output
**Lowest unoccupied orbital energy**: 0.26 eV
**E_tot**: -1464.6657 hartree
**Strongest force on any atom**: 0.0815 hartree/bohr

---

5.
C3H4Cl2N2 in the gas phase, computed with ωB97M-V/def2-TZVPD.

Geometry (Å):
1 C -2.682 -0.053 -0.838
2 N -1.515 -0.103 -0.370
3 N -1.472 -0.160 1.024
4 C -0.311 -0.125 1.447
5 C 0.936 0.019 0.580
6 Cl 0.972 1.557 -0.329
7 Cl 1.268 -1.386 -0.459
8 H -3.551 -0.065 -0.213
9 H -2.858 0.062 -1.892
10 H -0.194 -0.179 2.526
11 H 1.779 0.069 1.256

Cartesian forces (eV/Å) of the 2 atoms listed first:
-0.2490 0.2191 0.1842
0.2105 0.0903 -0.7800

Output
**Structure (SMILES)**: C=N/N=C\C(Cl)Cl
**Lowest unoccupied orbital energy**: 0.11 eV
**E_tot**: -1146.5344 hartree
**Strongest force on any atom**: 0.0480 hartree/bohr

---

6.
2 unconnected molecules or ions with the total composition C3H4Cl3NO3, computed with ωB97M-V/def2-TZVPD.

Geometry (Å):
1 O -1.215 1.254 0.147
2 N -0.694 0.107 0.044
3 O -0.205 -0.269 -1.204
4 C -0.412 -0.591 1.112
5 O -0.570 0.053 2.256
6 H -0.407 0.305 -1.855
7 H 0.314 -1.391 1.131
8 H -0.814 1.000 1.952
9 Cl 2.699 -2.117 -0.404
10 C 3.035 -0.531 -1.041
11 C 3.637 0.395 -0.279
12 Cl 3.997 0.219 1.394
13 Cl 4.092 1.906 -0.893
14 H 2.819 -0.266 -2.086

Cartesian forces (eV/Å) of the 2 atoms listed first:
-0.2883 0.4628 -0.1631
0.3303 0.2565 -0.1230

Output
**Structure (SMILES)**: [O-]/[N+](O)=C\O.ClC=C(Cl)Cl
**Lowest unoccupied orbital energy**: 0.48 eV
**E_tot**: -1777.5996 hartree
**Strongest force on any atom**: 0.1274 hartree/bohr

---

7.
2 unconnected molecules or ions with the total composition C3H4Cl4S2, computed with ωB97M-V/def2-TZVPD.

Geometry (Å):
1 C 2.386 0.683 -0.834
2 C 1.205 1.047 -1.446
3 Cl 0.403 2.395 -0.885
4 Cl 0.600 0.139 -2.802
5 H 2.715 -0.290 -1.219
6 H 2.764 1.031 0.117
7 Cl -0.693 1.203 2.133
8 C -0.698 -0.159 1.046
9 S -1.042 -1.741 1.670
10 S -3.025 -1.552 1.623
11 Cl -3.700 -2.919 0.161
12 H 0.282 0.102 0.284
13 H -1.197 0.062 0.152

Cartesian forces (eV/Å) of the 2 atoms listed first:
-2.6067 -1.4332 -1.7174
3.6409 -1.0788 1.0077

Output
**Structure (SMILES)**: C=C(Cl)Cl.ClCSSCl
**Lowest unoccupied orbital energy**: -0.48 eV
**E_tot**: -2753.7683 hartree
**Strongest force on any atom**: 0.1113 hartree/bohr

---

8.
3 unconnected molecules or ions with the total composition C3H4Cl8, computed with ωB97M-V/def2-TZVPD.

Geometry (Å):
1 Cl -8.589 7.259 14.811
2 C -9.407 8.797 14.470
3 Cl -9.851 9.576 15.983
4 Cl -10.780 8.513 13.390
5 H -8.730 9.425 13.907
6 Cl -5.088 7.803 12.233
7 C -6.475 7.645 11.122
8 Cl -7.545 9.028 11.318
9 Cl -7.309 6.111 11.392
10 H -6.113 7.596 10.105
11 Cl -4.997 9.160 8.135
12 C -5.733 10.518 7.258
13 Cl -4.687 11.946 7.333
14 H -5.859 10.258 6.215
15 H -6.688 10.715 7.727

Cartesian forces (eV/Å) of the 2 atoms listed first:
0.0131 0.1927 -0.0790
0.0824 -0.4740 -0.1672

Output
**Structure (SMILES)**: ClC(Cl)Cl.ClC(Cl)Cl.ClCCl
**Lowest unoccupied orbital energy**: 0.43 eV
**E_tot**: -3798.2295 hartree
**Strongest force on any atom**: 0.0124 hartree/bohr

---

9.
C3H4ClF in the gas phase, computed with ωB97M-V/def2-TZVPD.

Geometry (Å):
1 C 1.224 0.014 0.154
2 C -0.123 -0.116 -0.222
3 F 0.062 -0.650 -1.537
4 C -1.365 0.294 0.062
5 Cl -2.949 -0.070 -0.394
6 H 1.062 0.986 0.866
7 H 1.731 0.218 -0.803
8 H 1.819 -0.831 0.660
9 H -1.460 0.154 1.214

Cartesian forces (eV/Å) of the 2 atoms listed first:
2.2259 2.7521 4.0829
-2.6417 -2.0233 -5.3629

Output
**Structure (SMILES)**: C/C(F)=C/Cl
**Lowest unoccupied orbital energy**: 0.71 eV
**E_tot**: -676.6638 hartree
**Strongest force on any atom**: 0.1227 hartree/bohr

---

10.
A molecular structure, C3H4ClF, computed with ωB97M-V/def2-TZVPD.

Geometry (Å):
1 C -0.324 0.803 -0.986
2 C -0.570 -0.399 -0.519
3 C 0.561 -0.912 0.967
4 F -1.629 -1.156 -0.682
5 Cl 2.230 -0.615 0.471
6 H -0.818 1.149 -1.777
7 H 0.568 1.397 -0.577
8 H 0.126 -0.309 1.665
9 H 0.242 -2.001 1.109

Cartesian forces (eV/Å) of the 2 atoms listed first:
3.0748 -0.6659 2.6997
3.1863 -0.0562 4.4238

Output
**Lowest unoccupied orbital energy**: 0.91 eV
**E_tot**: -676.6651 hartree
**Strongest force on any atom**: 0.1284 hartree/bohr

---

11.
2 unconnected molecules or ions with the total composition C3H4ClF, computed with ωB97M-V/def2-TZVPD.

Geometry (Å):
1 C 1.268 0.237 0.721
2 C 0.451 0.347 -0.355
3 C -0.587 -0.566 -0.604
4 F -0.763 -1.546 0.262
5 Cl -2.823 0.648 0.031
6 H 2.098 0.977 1.145
7 H 1.112 -0.431 1.494
8 H 0.545 1.024 -1.181
9 H -1.301 -0.690 -1.514

Cartesian forces (eV/Å) of the 2 atoms listed first:
1.2424 3.2320 0.0270
1.2963 0.0897 0.2011

Output
**Lowest unoccupied orbital energy (spin up / spin down)**: -2.20 / -2.20 eV
**E_tot**: -676.6530 hartree
**Strongest force on any atom**: 0.0871 hartree/bohr

---

12.
C3H4ClF in the gas phase, computed with ωB97M-V/def2-TZVPD.

Geometry (Å):
1 C 1.659 0.227 1.724
2 C 0.596 0.627 0.656
3 C -0.066 -0.203 -0.109
4 F -0.548 -1.433 0.407
5 Cl -0.833 0.400 -1.355
6 H 1.762 -0.964 1.590
7 H 2.707 0.694 1.393
8 H 1.000 0.723 2.535
9 H 0.487 1.739 0.230

Cartesian forces (eV/Å) of the 2 atoms listed first:
-1.1663 -0.0752 -1.9756
2.9121 2.1676 -0.8406

Output
**Structure (SMILES)**: C/C=C(\F)Cl
**Lowest unoccupied orbital energy**: 0.61 eV
**E_tot**: -676.6616 hartree
**Strongest force on any atom**: 0.1018 hartree/bohr

---

13.
2 unconnected molecules or ions with the total composition C3H4ClF2NO, computed with ωB97M-V/def2-TZVPD.

Geometry (Å):
1 H -1.446 -0.599 -1.547
2 N -1.458 0.302 -1.094
3 C -2.398 0.557 -0.322
4 O -2.528 1.695 0.324
5 Cl -3.735 -0.512 0.081
6 H -1.759 2.262 0.158
7 C 1.580 -0.620 0.525
8 C 1.151 0.530 0.065
9 F 0.400 1.398 0.737
10 F 1.447 1.039 -1.120
11 H 1.308 -0.952 1.507
12 H 2.206 -1.246 -0.080

Cartesian forces (eV/Å) of the 2 atoms listed first:
-0.2946 -0.1066 0.1537
0.4528 0.0312 -0.4509

Output
**Structure (SMILES)**: [H]/N=C(/O)Cl.C=C(F)F
**Lowest unoccupied orbital energy**: 0.69 eV
**E_tot**: -906.6045 hartree
**Strongest force on any atom**: 0.0211 hartree/bohr

---

14.
C3H4ClFO in the gas phase, computed with ωB97M-V/def2-TZVPD.

Geometry (Å):
1 O 0.062 -1.108 -1.551
2 C 0.374 -0.952 -0.240
3 C 0.319 0.537 0.142
4 Cl 1.421 1.538 -0.714
5 C -0.559 1.025 0.971
6 F -1.556 0.144 1.340
7 H -0.611 -0.347 -1.839
8 H -0.326 -1.514 0.358
9 H 1.376 -1.358 0.034
10 H -0.500 2.035 1.498

Cartesian forces (eV/Å) of the 2 atoms listed first:
-2.0913 1.9208 -3.4623
0.3144 1.1740 2.0345

Output
**Structure (SMILES)**: OC/C(Cl)=C\F
**Lowest unoccupied orbital energy**: 0.79 eV
**E_tot**: -751.9480 hartree
**Strongest force on any atom**: 0.0871 hartree/bohr

---

15.
2 unconnected molecules or ions with the total composition C3H4ClI, computed with ωB97M-V/def2-TZVPD.

Geometry (Å):
1 C 0.996 -1.578 0.371
2 C 0.904 -0.309 0.364
3 C -1.748 1.480 -0.232
4 Cl 2.422 -2.579 -0.204
5 I 2.137 1.397 -0.084
6 H 0.051 -2.262 0.402
7 H -0.730 1.875 -0.156
8 H -2.205 1.158 0.663
9 H -1.827 0.818 -1.125

Cartesian forces (eV/Å) of the 2 atoms listed first:
-1.1311 -3.9799 -1.2087
1.1178 3.3196 -0.3174

Output
**Lowest unoccupied orbital energy (spin up / spin down)**: -0.28 / -1.84 eV
**E_tot**: -874.3849 hartree
**Strongest force on any atom**: 0.0838 hartree/bohr

---

16.
C3H4ClN in the gas phase, computed with ωB97M-V/def2-TZVPD.

Geometry (Å):
1 N -2.446 1.900 -0.370
2 C -1.451 1.477 -0.034
3 C -0.182 0.810 0.187
4 C -0.155 -0.632 -0.657
5 Cl -0.579 -0.423 -2.314
6 H 0.763 1.338 -0.039
7 H 0.039 0.543 1.240
8 H -0.866 -1.309 -0.094
9 H 0.888 -1.138 -0.678

Cartesian forces (eV/Å) of the 2 atoms listed first:
-1.8553 0.8799 -0.3242
2.2387 -0.7575 0.2600

Output
**Structure (SMILES)**: N#CCCCl
**Lowest unoccupied orbital energy**: 0.68 eV
**E_tot**: -631.6282 hartree
**Strongest force on any atom**: 0.0638 hartree/bohr

---

17.
2 unconnected molecules or ions with the total composition C3H4ClN, computed with ωB97M-V/def2-TZVPD.

Geometry (Å):
1 C -1.176 1.531 0.248
2 C -0.855 0.466 -0.222
3 C -0.363 -0.757 -0.558
4 N 1.516 -0.901 0.523
5 Cl 2.501 0.400 -0.115
6 H -1.693 2.458 0.574
7 H 0.081 -0.774 -1.472
8 H -0.929 -1.781 -0.318
9 H 0.917 -0.642 1.340

Cartesian forces (eV/Å) of the 2 atoms listed first:
-1.2503 1.1843 0.0878
-0.8943 1.8929 1.6009

Output
**Lowest unoccupied orbital energy (spin up / spin down)**: -0.69 / -0.69 eV
**E_tot**: -631.4462 hartree
**Strongest force on any atom**: 0.0985 hartree/bohr

---

18.
A molecular structure, C3H4ClN3, computed with ωB97M-V/def2-TZVPD.

Geometry (Å):
1 C -0.080 0.447 -0.151
2 C 1.091 -1.485 -0.032
3 C -0.970 -0.582 -0.199
4 H -0.602 2.259 0.924
5 H -1.514 1.762 -0.603
6 H 1.979 0.490 0.016
7 H 2.029 -2.201 0.101
8 N -0.326 1.816 -0.085
9 N 1.199 -0.085 0.052
10 N -0.217 -1.791 -0.048
11 Cl -2.590 -0.630 0.024

Cartesian forces (eV/Å) of the 2 atoms listed first:
0.4239 -0.4512 1.7111
-0.9223 0.4711 1.1907

Output
**Lowest unoccupied orbital energy**: 0.63 eV
**E_tot**: -741.1060 hartree
**Strongest force on any atom**: 0.1198 hartree/bohr

---

19.
C3H4ClN3 in the gas phase, computed with ωB97M-V/def2-TZVPD.

Geometry (Å):
1 N -0.026 -1.768 -0.543
2 C -0.051 -0.416 -0.173
3 N 0.677 0.613 -0.802
4 C 0.484 1.745 -0.048
5 N -0.330 1.501 0.988
6 C -0.695 0.199 0.862
7 Cl -1.649 -0.571 2.046
8 H -0.990 -2.137 -0.593
9 H 0.445 -2.284 0.185
10 H 1.173 0.426 -1.641
11 H 0.964 2.694 -0.281

Cartesian forces (eV/Å) of the 2 atoms listed first:
-0.7151 -0.1189 -0.4722
-0.1914 0.9845 -0.0311

Output
**Structure (SMILES)**: Nc1[nH]cnc1Cl
**Lowest unoccupied orbital energy**: 0.81 eV
**E_tot**: -741.1808 hartree
**Strongest force on any atom**: 0.0450 hartree/bohr